58
Properties=species:S:1:pos:R:3:nbo_charge:R:1 method="wB97M-V/def2-TZVPD" charge=+2 homo_energy_ev="-13.6 / -13.6" de_lowest_ev=2.655
Pd -0.9492 0.3714 1.2588 0.9647
C -3.9697 -1.5375 3.6116 -0.2275
C -3.5666 -2.8478 3.3775 -0.0989
C -2.5039 -3.1057 2.5235 -0.2226
C -1.8823 -2.0289 1.9229 0.2149
N -2.2682 -0.7680 2.1831 -0.4190
C -3.2870 -0.5034 3.0027 0.0810
C -0.7306 -2.0291 0.9971 -0.2167
C 0.4369 -2.8002 1.2710 -0.1944
C 1.5359 -2.7407 0.4805 -0.1543
C 1.6179 -1.6223 -0.4556 0.2492
C 0.3328 -1.3490 -1.0670 -0.4856
C -0.8161 -1.4227 -0.2936 -0.1265
H -4.8052 -1.3164 4.2595 0.2568
H -4.0863 -3.6670 3.8560 0.2521
H -2.1755 -4.1141 2.3145 0.2511
H -3.5452 0.5350 3.1533 0.2266
H 0.4268 -3.4593 2.1301 0.2500
H 2.3947 -3.3715 0.6710 0.2285
H 3.7053 -1.5945 -0.8754 0.3533
H 0.2739 -0.9745 -2.0814 0.2338
O -1.2481 2.0690 2.3323 -0.9332
S -2.5234 2.9504 2.1410 1.1967
C -2.1004 4.1492 0.8456 -0.5809
C -2.1626 5.5289 1.4958 -0.4146
C -1.6000 5.3535 2.9033 -0.4155
C -2.3411 4.1543 3.4834 -0.5732
H -2.7616 3.9924 -0.0019 0.2735
H -1.0787 3.8787 0.5704 0.2488
H -3.1957 5.8789 1.5426 0.2233
H -1.6024 6.2504 0.9031 0.2522
H -1.7529 6.2344 3.5245 0.2519
H -0.5283 5.1516 2.8669 0.2231
H -3.3550 4.4088 3.7961 0.2505
H -1.8388 3.6297 4.2950 0.2693
F 4.4077 1.0672 -3.5542 -0.2465
C 3.8279 -0.0629 -3.2233 0.4041
C 4.0863 -1.1518 -3.9659 0.3408
F 4.9062 -1.0685 -4.9900 -0.2440
C 3.4898 -2.4584 -3.7022 -0.2138
C 2.8631 -2.5632 -2.4425 0.8176
C 2.7674 -1.4653 -1.4567 -0.4047
F 2.1960 -0.5135 0.5101 -0.4984
C 2.9013 -0.0790 -2.0940 0.0612
C 2.3038 1.0754 -1.7056 -0.1933
C 1.2961 1.1959 -0.6826 0.5010
N 0.4388 1.3479 0.0607 -0.3678
C 2.5036 2.3379 -2.3664 0.2206
N 2.5787 3.3873 -2.8252 -0.1478
F 2.4088 -3.6933 -2.0650 -0.1947
C 3.5487 -3.5271 -4.5823 0.0513
C 4.1340 -3.4270 -5.8748 0.1769
N 4.5463 -3.3833 -6.9483 -0.0352
C 3.0017 -4.8095 -4.2931 0.1801
N 2.5536 -5.8436 -4.0624 -0.0644
Se -2.5100 -1.4010 -1.2404 0.5107
C -3.0009 0.3381 -0.8600 0.0109
N -3.2982 1.4133 -0.5738 -0.3527

61
Properties=species:S:1:pos:R:3:nbo_charge:R:1 method="wB97M-V/def2-TZVPD" charge=-1 homo_energy_ev=-4.6 de_lowest_ev=0.625
Bi 0.0303 -0.1039 -0.5828 1.9729
O -0.1756 -0.3877 -2.7676 -0.8404
C 0.6605 -0.9288 -3.6188 0.4105
C 0.8279 -0.3776 -4.9144 -0.2343
C 1.6679 -0.8882 -5.8453 -0.1964
C 2.4667 -1.9872 -5.5712 -0.2911
C 2.3308 -2.5878 -4.3469 -0.1459
C 1.4272 -2.1016 -3.3682 -0.2319
C 1.3504 -2.7595 -2.0510 0.2045
N 0.8443 -2.3156 -0.9796 -0.5288
C 0.7612 -3.1880 0.1711 -0.2438
C 0.8528 -2.4327 1.5313 -0.2419
N 1.3496 -1.0956 1.2289 -0.5167
C 2.3810 -0.6762 1.7763 0.1973
C 3.1151 0.4597 1.2906 -0.2378
C 4.0670 1.0074 2.1353 -0.1436
C 4.8639 2.0544 1.7412 -0.2936
C 4.7369 2.5669 0.4242 -0.1824
C 3.8183 1.9902 -0.4643 -0.2441
C 2.9874 0.9126 -0.0817 0.4096
O 2.1762 0.4307 -0.9992 -0.8546
H 0.1562 0.4541 -5.1299 0.2078
H 1.6350 -0.4482 -6.8088 0.2012
H 3.1485 -2.3652 -6.3397 0.2045
H 2.9280 -3.4610 -4.1244 0.1982
H 1.7506 -3.7847 -2.0531 0.1509
H 1.5580 -3.9424 0.1367 0.1839
H -0.2053 -3.7078 0.2182 0.2251
H 1.5394 -2.8816 2.2144 0.1795
H -0.1387 -2.4005 1.9650 0.2245
H 2.7743 -1.2839 2.5846 0.1498
H 4.1550 0.5411 3.1286 0.1975
H 5.6841 2.4645 2.3472 0.2024
H 5.4093 3.3695 0.1447 0.2025
H 3.6544 2.3186 -1.4940 0.2144
F -2.0468 2.5170 6.4384 -0.3095
C -1.6203 2.4960 5.1468 0.2326
C -1.5436 1.3072 4.4358 0.2974
F -1.9095 0.1824 5.0457 -0.3044
C -1.0818 1.3269 3.1330 0.2784
F -0.9897 0.1784 2.4926 -0.3034
C -0.6550 2.4654 2.4643 -0.2273
S 0.2342 2.4412 0.9000 -0.4202
C -0.8249 3.6691 3.1962 0.3172
F -0.5121 4.8632 2.6624 -0.3038
C -1.3271 3.6929 4.4938 0.2538
F -1.4380 4.8808 5.1438 -0.3084
F -6.5782 -1.9212 -0.9826 -0.3316
C -5.3718 -2.0183 -0.4225 0.9830
F -4.7392 -3.0024 -1.1122 -0.3197
F -5.6011 -2.4311 0.8685 -0.3367
C -4.6089 -0.7174 -0.5337 -0.2448
C -5.3856 0.4842 -0.4072 -0.1125
C -4.7503 1.7130 -0.5145 -0.3239
C -3.3613 1.7002 -0.7021 0.0924
N -2.6346 0.6220 -0.7738 -0.5153
C -3.2045 -0.6079 -0.6551 0.1126
S -2.1686 -1.9725 -0.4165 -0.3601
H -6.4690 0.4405 -0.2672 0.2195
H -5.2524 2.6350 -0.3586 0.2156
H -2.7487 2.5914 -0.7725 0.2091

63
Properties=species:S:1:pos:R:3:nbo_charge:R:1 method="wB97M-V/def2-TZVPD" charge=+3 homo_energy_ev="-17.3 / -17.3" de_lowest_ev=0.816
W 0.7855 -0.2052 0.8542 1.7952
Cl 6.6807 2.4918 4.1013 0.2051
C 5.4404 1.5633 3.4207 0.0070
C 4.9406 0.4443 4.1287 -0.1263
C 3.9231 -0.3134 3.6126 -0.2082
C 3.3397 0.0486 2.3905 0.3603
O 2.3313 -0.6344 1.9043 -0.5253
C 3.8689 1.1464 1.6426 -0.1420
C 3.4176 1.3758 0.3141 0.2283
N 2.3381 0.8416 -0.1944 -0.4885
C 2.0756 0.9486 -1.5846 0.1489
C 2.6270 1.8734 -2.4486 -0.1344
C 2.3128 1.8472 -3.8134 -0.1837
C 1.4388 0.9179 -4.3117 -0.1071
C 0.8268 -0.0208 -3.4477 -0.0331
C -0.1210 -0.9687 -3.8797 -0.0179
C -0.6806 -1.8371 -2.9669 -0.2627
C -0.2993 -1.7577 -1.6353 0.1379
N 0.5944 -0.8722 -1.1780 -0.5514
C 1.1572 -0.0029 -2.0776 0.1379
C 4.9293 1.8817 2.1708 -0.1601
H 5.3691 0.1913 5.0899 0.2782
H 3.5456 -1.1757 4.1469 0.2655
H 4.0648 1.9632 -0.3294 0.2370
H 3.2925 2.6490 -2.0926 0.2408
H 2.7707 2.5757 -4.4681 0.2687
H 1.2028 0.8918 -5.3682 0.2604
H -0.3995 -1.0035 -4.9263 0.2631
H -1.4164 -2.5706 -3.2658 0.2783
H -0.7304 -2.4304 -0.9051 0.2360
H 5.3453 2.7134 1.6155 0.2646
O -1.3978 -5.4778 3.5998 -0.5778
C -0.9448 -4.3468 3.1340 0.4472
C -1.4386 -3.0739 3.4743 -0.3034
C -0.8965 -1.9655 2.8893 0.0958
N 0.1082 -2.0155 1.9797 -0.5870
C 0.5958 -3.2460 1.6941 0.1806
Br 2.0343 -3.2432 0.4537 0.1914
C 0.1286 -4.4093 2.2229 -0.3117
H -2.1231 -5.4082 4.2355 0.5240
H -2.2422 -2.9623 4.1904 0.2655
H -1.2632 -0.9827 3.1479 0.2237
H 0.5541 -5.3690 1.9636 0.2877
O -0.2647 1.8534 2.5947 -0.0092
N 0.3778 0.9931 2.2530 0.2223
O -0.3230 1.3688 -0.1605 -0.6341
C -1.4252 0.7393 -0.0295 0.8219
O -1.3207 -0.3650 0.6106 -0.6544
C -2.6709 1.1713 -0.6428 -0.2358
C -3.5879 0.1891 -1.0163 -0.0606
C -4.7196 0.5655 -1.7047 0.0146
C -5.0038 1.8919 -1.9812 -0.0949
C -4.0768 2.8438 -1.5905 0.0335
C -2.9039 2.5124 -0.9469 -0.1017
N -4.3276 4.2821 -1.9071 0.5292
O -5.4062 4.5470 -2.3739 -0.2987
O -3.4188 5.0453 -1.6537 -0.3478
N -5.6188 -0.5090 -2.2027 0.5269
O -5.1234 -1.6218 -2.2615 -0.3719
O -6.7401 -0.1918 -2.4985 -0.2866
H -3.4172 -0.8549 -0.7984 0.2552
H -5.9116 2.1765 -2.4996 0.3090
H -2.2040 3.2906 -0.6747 0.2751

58
Properties=species:S:1:pos:R:3:nbo_charge:R:1 method="wB97M-V/def2-TZVPD" charge=0 homo_energy_ev=-7.2
Zn 9.8783 15.6759 8.1805 1.6816
Cl 10.9869 19.8992 13.4052 0.0251
C 10.5483 19.2995 11.8643 -0.0863
C 10.8860 17.9929 11.4982 -0.2739
C 10.4618 17.4448 10.2994 0.2088
N 10.8671 16.2074 9.7846 -0.8774
C 12.0503 15.6721 10.0449 0.6159
O 12.8426 15.8377 10.9508 -0.6308
C 12.5282 14.7964 8.8623 0.1572
C 13.6744 14.0232 8.9868 -0.2234
C 14.1680 13.3745 7.8831 -0.1468
C 13.5992 13.5670 6.6425 -0.2612
C 12.4399 14.3001 6.6023 0.0354
N 11.8863 14.8971 7.6832 -0.5716
C 9.5982 18.1973 9.4467 0.1153
C 9.3023 19.5288 9.7875 -0.2590
C 9.8090 20.0559 10.9768 -0.0414
Cl 9.3969 21.7485 11.3273 -0.0227
N 9.0494 17.4651 8.3723 -0.8374
C 8.1152 17.9989 7.6035 0.6258
O 7.7029 19.1398 7.5375 -0.6450
C 7.4731 16.9984 6.6431 0.1370
C 6.3045 17.4332 5.9918 -0.2115
C 5.6625 16.6096 5.1169 -0.1702
C 6.2687 15.4024 4.8141 -0.2505
C 7.4473 15.0627 5.4614 0.0245
N 8.0346 15.8384 6.3686 -0.4959
H 11.5072 17.3891 12.1260 0.2531
H 14.1028 13.9792 10.0038 0.2628
H 15.0484 12.7208 8.0017 0.2265
H 14.0126 13.1574 5.7334 0.2321
H 11.8896 14.4201 5.6772 0.1968
H 8.7445 20.1232 9.0885 0.2728
H 6.0267 18.4426 6.2684 0.2610
H 4.7841 16.9914 4.6324 0.2235
H 5.8319 14.7277 4.0876 0.2226
H 7.9890 14.1661 5.2023 0.1842
S 8.0745 9.2717 7.7775 0.2810
C 8.5499 10.9948 8.0281 -0.0998
C 9.4044 11.6108 7.1317 -0.2540
C 9.6336 12.9662 7.2647 0.0644
N 9.1522 13.6789 8.2780 -0.5661
C 8.3834 13.0681 9.1882 0.0821
C 8.0634 11.7218 9.1153 -0.2590
C 9.6159 8.4158 7.8857 -0.1580
C 10.1687 7.7836 6.7826 -0.2607
C 11.3368 7.0611 6.9558 0.0420
N 11.9627 6.9576 8.1340 -0.3963
C 11.4072 7.5542 9.1699 0.0457
C 10.2353 8.2842 9.1197 -0.2510
H 9.7887 11.0653 6.2605 0.2397
H 10.1449 13.5317 6.5246 0.2060
H 8.0636 13.6519 10.0425 0.2221
H 7.4619 11.2666 9.8798 0.2441
H 9.6702 7.8603 5.8136 0.2317
H 11.8001 6.6180 6.1040 0.1992
H 11.9399 7.4545 10.1310 0.2003
H 9.7935 8.7448 9.9758 0.2294

Copy entry 1 word for word.
58
Properties=species:S:1:pos:R:3:nbo_charge:R:1 method="wB97M-V/def2-TZVPD" charge=+2 homo_energy_ev="-13.6 / -13.6" de_lowest_ev=2.655
Pd -0.9492 0.3714 1.2588 0.9647
C -3.9697 -1.5375 3.6116 -0.2275
C -3.5666 -2.8478 3.3775 -0.0989
C -2.5039 -3.1057 2.5235 -0.2226
C -1.8823 -2.0289 1.9229 0.2149
N -2.2682 -0.7680 2.1831 -0.4190
C -3.2870 -0.5034 3.0027 0.0810
C -0.7306 -2.0291 0.9971 -0.2167
C 0.4369 -2.8002 1.2710 -0.1944
C 1.5359 -2.7407 0.4805 -0.1543
C 1.6179 -1.6223 -0.4556 0.2492
C 0.3328 -1.3490 -1.0670 -0.4856
C -0.8161 -1.4227 -0.2936 -0.1265
H -4.8052 -1.3164 4.2595 0.2568
H -4.0863 -3.6670 3.8560 0.2521
H -2.1755 -4.1141 2.3145 0.2511
H -3.5452 0.5350 3.1533 0.2266
H 0.4268 -3.4593 2.1301 0.2500
H 2.3947 -3.3715 0.6710 0.2285
H 3.7053 -1.5945 -0.8754 0.3533
H 0.2739 -0.9745 -2.0814 0.2338
O -1.2481 2.0690 2.3323 -0.9332
S -2.5234 2.9504 2.1410 1.1967
C -2.1004 4.1492 0.8456 -0.5809
C -2.1626 5.5289 1.4958 -0.4146
C -1.6000 5.3535 2.9033 -0.4155
C -2.3411 4.1543 3.4834 -0.5732
H -2.7616 3.9924 -0.0019 0.2735
H -1.0787 3.8787 0.5704 0.2488
H -3.1957 5.8789 1.5426 0.2233
H -1.6024 6.2504 0.9031 0.2522
H -1.7529 6.2344 3.5245 0.2519
H -0.5283 5.1516 2.8669 0.2231
H -3.3550 4.4088 3.7961 0.2505
H -1.8388 3.6297 4.2950 0.2693
F 4.4077 1.0672 -3.5542 -0.2465
C 3.8279 -0.0629 -3.2233 0.4041
C 4.0863 -1.1518 -3.9659 0.3408
F 4.9062 -1.0685 -4.9900 -0.2440
C 3.4898 -2.4584 -3.7022 -0.2138
C 2.8631 -2.5632 -2.4425 0.8176
C 2.7674 -1.4653 -1.4567 -0.4047
F 2.1960 -0.5135 0.5101 -0.4984
C 2.9013 -0.0790 -2.0940 0.0612
C 2.3038 1.0754 -1.7056 -0.1933
C 1.2961 1.1959 -0.6826 0.5010
N 0.4388 1.3479 0.0607 -0.3678
C 2.5036 2.3379 -2.3664 0.2206
N 2.5787 3.3873 -2.8252 -0.1478
F 2.4088 -3.6933 -2.0650 -0.1947
C 3.5487 -3.5271 -4.5823 0.0513
C 4.1340 -3.4270 -5.8748 0.1769
N 4.5463 -3.3833 -6.9483 -0.0352
C 3.0017 -4.8095 -4.2931 0.1801
N 2.5536 -5.8436 -4.0624 -0.0644
Se -2.5100 -1.4010 -1.2404 0.5107
C -3.0009 0.3381 -0.8600 0.0109
N -3.2982 1.4133 -0.5738 -0.3527

Which of these has the lowest charge? C28H17BiF8N3O2S2